No. 1
The following is a DFT calculation (wB97M-V/def2-TZVPD) of a 2-piece molecular cluster, C19H15Br4O4 overall.

Output
Net charge = -1
HOMO-LUMO gap = 0.1393 Ha

Cartesian coordinates (Å):
H1 0.0780 -4.0526 -4.6197
H2 3.0573 -1.5500 5.0345
C1 0.9545 3.2433 1.0610
H3 3.1163 3.3655 1.9723
C2 -2.8299 -1.1538 -0.7942
H4 1.0973 -0.0756 5.9667
C3 -0.5858 -3.1931 -4.7114
Br1 -1.0875 -4.2658 -7.3220
C4 2.4163 2.7317 1.3256
C5 1.9021 0.2873 5.3192
C6 0.5580 0.9940 -0.4759
Br2 3.2541 0.9860 6.5413
H5 0.5784 4.2270 1.5255
Br3 3.6183 -0.1501 2.9995
C7 -0.7900 -2.7454 -6.1371
O1 4.4827 -0.5162 1.5133
C8 -3.8912 1.5214 0.5694
Br4 -2.2761 -3.6878 -3.8763
C9 2.4590 -0.8344 4.4666
H6 -4.2473 2.4789 1.0751
H7 0.1103 -2.2605 -6.5192
C10 2.9046 1.3699 0.7100
C11 -1.9981 0.1481 -0.7508
H8 2.3497 -0.4749 -0.6908
C12 -1.4699 2.7408 -0.1148
H9 -0.1983 -2.3724 -4.1039
O2 5.4465 1.5152 0.9360
C13 1.9983 0.4977 -0.2127
C14 -2.4918 1.4881 -0.0899
C15 0.0638 2.3385 0.1817
O3 -1.8464 3.9071 -0.3771
H10 1.6492 -1.3640 3.9580
C16 4.3756 0.8493 1.0313
H11 -4.8549 -2.0815 -0.1540
C17 -4.2381 -1.1190 -0.1349
H12 -1.6391 -2.0743 -6.2615
H13 -2.3753 -2.0719 -1.2990
H14 1.5358 1.1319 4.7336
C18 -4.7143 0.1919 0.5316
H15 -5.7374 0.2029 1.0415
O4 -0.2279 -0.3531 -2.4761
C19 -0.5071 0.1800 -1.3728



No. 2
The following is a DFT calculation (wB97M-V/def2-TZVPD) of the molecule C19H15Cl2N7O.

Output
HOMO-LUMO gap = 0.3267 Ha
Relative energy (zero: lowest compared OMol25 entry of this formula, charge and spin) = 66.93 kcal/mol

Cartesian coordinates (Å):
Cl1 -0.2787 3.2214 -1.3447
N1 -0.7847 -1.1858 -0.0811
H1 3.6265 -3.0954 1.1821
N2 -3.8248 0.8329 -0.0730
H2 1.0053 -0.7305 1.0227
H3 -0.1227 6.9545 1.9041
C1 -2.1508 -1.0139 -0.3273
C2 -2.4355 4.5474 1.9037
N3 -2.6067 -2.0524 -0.9081
H4 -2.0992 6.4009 3.0138
O1 3.2337 -4.6645 -2.9454
C3 -0.3353 1.0456 0.9966
H5 1.4471 -5.8622 -3.1469
C4 -2.6449 0.3101 0.0321
C5 -0.0679 5.2068 0.5075
H6 0.8622 0.2048 -0.4934
C6 -0.4839 -2.3983 -0.5896
H7 2.9241 -6.6292 -3.7346
N4 -1.7729 1.2631 0.5350
H8 2.1595 -5.3204 -4.6888
C7 -1.7926 5.6916 2.1756
C8 -0.3141 1.1201 2.5354
N5 -3.8000 2.1142 0.3841
C9 2.8976 -3.4513 0.3886
C10 -1.8875 3.6946 0.8911
H9 0.7183 1.0704 2.8892
H10 -3.4935 4.3366 2.3277
C11 2.3895 -5.6395 -3.6580
H11 0.6514 -3.6726 -2.6330
C12 3.3302 -3.8972 -0.8033
H12 4.3108 -4.3094 -0.8974
N6 1.6113 -2.9176 0.4200
Cl2 1.4906 5.7263 -0.1350
N7 -1.4878 -2.9638 -1.1919
C13 -0.8702 4.1909 0.0796
H13 -0.7716 2.0705 2.7967
C14 2.5458 -4.0813 -1.9143
C15 -2.5357 2.4093 0.6026
C16 1.2666 -3.5887 -1.8024
H14 -0.8824 0.3390 2.9189
C17 -0.5545 6.0156 1.4726
H15 0.3553 1.8454 0.7091
C18 0.2917 -0.1899 0.3489
C19 0.8801 -2.9480 -0.6693



No. 3
The following is a DFT calculation (wB97M-V/def2-TZVPD) of C19H15Cl3N3O4S2V as an isolated structure.

Output
Net charge = +2
HOMO-LUMO gap (alpha / beta) = 0.1880 / 0.1882 Ha

Cartesian coordinates (Å):
H1 -4.5130 -4.3247 3.4528
H2 1.8475 2.8411 -4.5048
Cl1 -4.3404 3.0312 0.4690
H3 -3.6492 -3.5532 -0.6890
C1 5.1863 0.0593 -0.3958
H4 1.6983 3.9152 -3.0980
C2 -0.2172 3.2157 -3.8795
N1 -0.7972 1.8747 -3.6995
C3 -3.9089 -3.8278 2.7073
O1 -1.6268 -1.9759 -0.1727
S1 1.4281 1.6010 -2.4988
C4 3.1119 -0.0480 0.8054
H5 -0.4038 3.5654 -4.8920
S2 -0.7963 -0.5096 -2.5515
C5 -3.0759 1.8758 0.6629
H6 5.7564 -0.0926 -1.3020
C6 -4.1918 -4.0133 1.3422
H7 -2.6261 -2.8883 4.1326
C7 -2.3921 -2.5744 0.7415
Cl2 -2.7175 1.5427 2.3454
H8 6.8738 0.7433 0.7333
H9 5.5914 1.0596 2.8204
C8 -3.4418 -3.4010 0.3616
C9 5.0953 0.7008 1.9296
H10 3.1747 0.5343 2.8736
O2 -1.7073 3.2071 -0.8254
C10 -2.0875 -2.3697 2.1084
H11 -0.5326 -1.6987 3.4740
C11 1.6980 -0.3717 0.8451
C12 -0.1164 1.0405 -2.9621
C13 5.8147 0.5243 0.7529
H12 3.3409 -0.6008 -1.2631
Cl3 -3.5205 0.3044 -0.1589
C14 -1.7978 2.2613 -0.1151
H13 -5.0138 -4.6549 1.0538
N2 -0.2304 -0.9348 1.6077
C15 -2.8646 -3.0292 3.0861
H14 -1.7423 1.6646 -3.9951
H15 -0.6936 3.8897 -3.1664
N3 1.0365 -0.6071 1.9362
C16 -0.9321 -1.6413 2.4642
O3 -0.8140 1.3563 0.0350
V1 -0.7812 -0.4414 -0.2385
C17 1.2751 3.0522 -3.6040
C18 3.7448 0.4090 1.9630
O4 1.0259 -0.4892 -0.3140
C19 3.8325 -0.2221 -0.3777



No. 4
The following is a DFT calculation (wB97M-V/def2-TZVPD) of C19H15CoF11N4O5S2Te as an isolated structure.

Output
Net charge = +1
HOMO-LUMO gap (alpha / beta) = 0.2803 / 0.2803 Ha
Relative energy (zero: lowest compared OMol25 entry of this formula, charge and spin) = 1.91 kcal/mol

Cartesian coordinates (Å):
O1 -3.1289 -3.5047 1.3842
H1 -0.6630 -3.5389 4.1375
F1 -5.6438 -2.8983 -1.3347
C1 0.6708 -2.7130 2.6616
C2 -1.1242 -0.6215 2.4706
F2 -4.0390 1.8133 -1.7495
H2 -1.6008 1.3885 1.9009
C3 0.8328 -1.6761 1.7831
C4 -0.4761 -2.7225 3.4539
F3 0.0784 -4.0822 -2.3277
C5 -1.3399 -1.6589 3.3860
F4 -4.3907 1.3741 0.3364
F5 -0.4322 -2.1101 -0.6636
C6 0.3499 2.7601 -1.2452
C7 -1.0918 3.0243 -0.9727
C8 1.1040 3.7361 -1.9064
C9 4.3559 -1.3118 0.4377
H3 1.4109 -3.4975 2.7303
F6 -1.1684 -2.2301 -3.4567
H4 -2.0567 0.9310 3.5513
O2 0.4623 -0.4572 -2.2107
H5 4.9171 0.2911 -0.8904
N1 1.8340 -0.4855 0.0754
C10 3.0202 2.3315 -1.8167
C11 2.0468 -1.4273 0.9871
C12 3.3355 -1.8939 1.1786
C13 2.2544 1.4107 -1.1516
C14 -5.2647 -3.3076 -0.1303
F7 -5.4585 0.2753 -1.1926
H6 -1.3788 2.7180 0.0301
H7 0.6128 4.6586 -2.1797
N2 0.9296 1.6086 -0.8810
H8 5.3711 -1.6635 0.5618
S1 -3.4528 -3.0227 0.0792
H9 -2.9995 0.3377 2.1923
C15 -1.9945 0.5873 2.5179
F8 -5.5151 -4.6021 0.0019
F9 -5.9445 -2.6309 0.7925
H10 -1.7060 2.4690 -1.6790
Co1 0.0889 -0.1041 -0.4014
F10 1.3419 -2.3545 -4.0052
C16 -4.3082 0.8420 -0.8790
S2 -2.9934 -0.4514 -0.9888
N3 -0.0889 -0.6789 1.6287
H11 4.0633 2.1305 -2.0119
H12 2.9969 4.2742 -2.7427
C17 4.1071 -0.2261 -0.3982
N4 -3.4104 -1.4191 0.1206
Te1 0.3583 -2.2844 -2.4613
F11 1.9500 -2.6385 -1.5541
O3 -2.9567 -0.8550 -2.3514
H13 3.5425 -2.6626 1.9086
C18 2.4254 3.5232 -2.2147
O4 -1.7924 0.3254 -0.5399
H14 -2.2060 -1.6052 4.0304
H15 -1.2973 4.0844 -1.0960
C19 2.7971 0.1864 -0.5433
O5 -2.8171 -3.5660 -1.0781